(1)
Molecular formula: C8H8BrNS
Method: DFT, ωB97M-V with the def2-TZVPD basis set

Each line ends with the Löwdin charge.
Cartesian coordinates (Å):
C: 1.601532 -1.119290 1.416465  -0.098
C: 1.088347 -2.318162 0.931104  -0.089
C: 1.027281 0.066494 1.008173  -0.045
C: 0.015975 -2.322953 0.073614  -0.130
C: -0.078175 0.072097 0.170521  -0.320
C: -0.635920 -1.140434 -0.315579  -0.720
C: -1.874557 1.559004 -0.275342  -0.544
C: 0.247156 1.987144 -1.288046  -0.004
N: -0.578117 1.306844 -0.313033  -0.206
S: -1.975669 -1.225011 -1.369056  0.540
Br: -2.920151 1.042379 1.169656  0.818
H: 2.445540 -1.122561 2.085888  0.096
H: 1.535136 -3.253911 1.231758  0.103
H: 1.413740 1.013890 1.355798  0.113
H: -0.371452 -3.251574 -0.314495  0.094
H: -2.328086 2.243140 -0.972818  0.083
H: 1.258914 2.066618 -0.891252  0.100
H: 0.276881 1.414091 -2.217553  0.110
H: -0.148374 2.982195 -1.485804  0.097

Atomic forces in eV per Å
0.079 0.212 -0.022
-0.092 -0.018 -0.036
0.145 0.079 0.194
0.218 -0.072 0.202
0.293 -0.762 0.495
-0.299 0.337 -0.413
1.178 -1.225 0.156
0.223 0.292 -0.494
-1.661 0.321 0.045
-0.415 0.746 -0.034
0.125 0.013 -0.327
0.102 0.081 0.096
0.058 -0.103 0.016
0.096 0.089 0.095
-0.033 -0.079 -0.009
0.088 0.187 -0.030
-0.106 0.012 -0.005
-0.027 -0.098 0.040
0.030 -0.014 0.030

Results
- HOMO (eV) = -7.0
- Kohn-Sham gap (eV) = 6.16
- spin multiplicity = 1
- net charge = 0
- max |F| (eV/Å) = 1.7
- ΔE to the lowest compared entry with this formula, charge and spin (eV) = 0.4605
- calculated total energy (eV) = -90791.7759

=====

(2)
Molecular formula: C13H15NTc
Method: DFT, ωB97M-V with the def2-TZVPD basis set

Each line ends with the Mulliken spin population.
Cartesian coordinates (Å):
C: 1.265807 -1.976336 -0.379606  -0.035
C: 0.460396 -1.682275 -1.512534  0.072
C: -0.908882 -2.071748 -1.210128  -0.026
C: -0.938426 -2.573497 0.171477  -0.078
C: 0.442392 -2.622017 0.610612  0.064
Tc: -0.258341 -0.551690 0.113348  2.090
N: 2.152996 2.370590 -0.438785  -0.114
C: 1.994300 3.538208 -0.928588  0.675
C: 0.376957 1.654465 -0.711242  0.273
H: -1.780385 -1.855866 -1.818003  0.025
H: 0.773986 -0.939876 -2.250802  0.001
H: -1.781394 -3.019645 0.683828  -0.006
H: 0.803137 -2.920554 1.606039  0.011
H: 2.245894 -1.507879 -0.170342  -0.006
H: 0.879177 1.081583 -1.670977  -0.014
H: 2.172956 3.770909 -2.099467  0.005
H: 2.840683 2.245259 0.375381  0.024
H: -0.358375 2.398312 -0.291993  -0.006
H: 1.377181 4.468763 -0.752678  0.012
C: -3.716660 0.447550 3.509550  0.027
C: -3.046544 1.420620 2.741332  0.006
C: -2.136228 0.959426 1.746494  -0.008
C: -1.915423 -0.408969 1.379607  -0.001
C: -2.517215 -1.305850 2.295527  0.035
C: -3.451268 -0.921674 3.322360  -0.016
H: -4.476463 0.798908 4.255140  0.002
H: -3.259530 2.493875 2.916403  0.000
H: -1.506523 1.704369 1.226349  -0.013
H: -2.233891 -2.366561 2.227018  0.004
H: -3.998201 -1.645751 3.957216  0.000

Atomic forces in eV per Å
0.899 -0.336 0.422
0.035 -0.126 -0.029
-0.012 0.520 0.639
2.004 -1.668 -1.635
-0.423 0.333 -0.090
-1.091 3.357 1.311
0.527 -3.170 2.309
-0.491 5.123 -5.218
2.763 -3.671 0.697
0.224 -0.333 0.017
-0.193 -0.829 -0.267
0.253 0.290 -0.376
-0.343 0.247 -0.603
-0.446 -0.995 -0.387
-2.403 2.875 1.634
0.029 -1.284 1.836
-2.517 0.017 -0.930
1.070 -0.348 -1.826
0.423 -1.034 1.717
-0.436 0.340 -0.008
0.381 -1.099 -0.396
-0.191 0.771 -0.054
-0.494 1.575 2.447
-0.876 -0.313 0.604
0.682 0.515 -0.914
0.825 -0.550 -0.688
0.427 -0.814 -0.217
-0.768 -0.211 0.253
-0.561 0.510 0.316
0.705 0.309 -0.562

Results
- HOMO (spin up / spin down) (eV) = -6.6 / -7.8
- Kohn-Sham gap (spin up / spin down) (eV) = 5.95 / 6.78
- spin multiplicity = 4
- net charge = 0
- max |F| (eV/Å) = 7.3
- ΔE to the lowest compared entry with this formula, charge and spin (eV) = 5.6721
- calculated total energy (eV) = -17401.9626

=====

(3)
Molecular formula: C23H24BeF6N2O4P2S2
Method: DFT, ωB97M-V with the def2-TZVPD basis set

Each line ends with the Löwdin charge.
Cartesian coordinates (Å):
Be: -0.313319 0.826800 0.705173  -0.139
F: 3.616458 -0.798253 1.585367  0.157
C: 3.856240 0.090458 0.629750  -0.683
F: 4.041424 -0.541618 -0.523589  0.159
F: 4.944337 0.785249 0.934978  0.160
S: 2.427608 1.238927 0.457008  0.656
O: 1.295132 0.329151 0.217591  -0.273
O: 2.746495 2.142867 -0.594881  -0.238
N: 2.398633 1.861638 1.885385  -0.264
S: 1.116173 2.056227 2.753144  0.656
O: 0.057254 1.101661 2.394677  -0.273
O: 0.716344 3.407477 2.952116  -0.236
C: 1.714231 1.430060 4.378437  -0.680
F: 2.763430 2.145585 4.765345  0.159
F: 0.738706 1.556238 5.271259  0.157
F: 2.059739 0.153671 4.279200  0.160
N: -1.575763 0.067455 0.276567  -0.213
P: -2.418282 -1.034900 0.943401  0.783
C: -2.403352 -1.038284 2.766200  -0.284
C: -2.714929 0.158144 3.410950  -0.093
C: -2.648687 0.256114 4.789227  -0.079
C: -2.264007 -0.846108 5.544767  -0.084
C: -1.956952 -2.041187 4.915013  -0.078
C: -2.029056 -2.138472 3.529911  -0.069
C: -4.179314 -0.910848 0.529461  -0.290
C: -5.180329 -1.468279 1.320433  -0.090
C: -6.512101 -1.343965 0.954301  -0.080
C: -6.851855 -0.656919 -0.203568  -0.086
C: -5.859450 -0.090990 -0.991533  -0.080
C: -4.527214 -0.215919 -0.624382  -0.082
C: -1.948642 -2.740553 0.503500  -0.281
C: -0.581010 -3.010111 0.446031  -0.082
C: -0.124480 -4.278062 0.125919  -0.076
C: -1.033163 -5.291911 -0.154135  -0.086
C: -2.393232 -5.029152 -0.114759  -0.082
C: -2.849268 -3.758318 0.213211  -0.071
H: -2.992906 1.026919 2.823525  0.109
H: -2.887281 1.193050 5.275916  0.106
H: -2.202743 -0.769172 6.622824  0.103
H: -1.655914 -2.901615 5.498859  0.103
H: -1.782706 -3.076621 3.048638  0.102
H: -4.920830 -1.989142 2.235394  0.111
H: -7.285421 -1.775308 1.576760  0.103
H: -7.891815 -0.557068 -0.486966  0.102
H: -6.122767 0.451046 -1.890817  0.102
H: -3.741151 0.228875 -1.222714  0.090
H: 0.131072 -2.215823 0.639015  0.098
H: 0.939459 -4.473151 0.086484  0.104
H: -0.678495 -6.281658 -0.411853  0.102
H: -3.104620 -5.812281 -0.343555  0.103
H: -3.914762 -3.567309 0.233702  0.097
C: 0.251355 4.409602 -0.274646  -0.246
P: -0.684999 2.849754 -0.264706  0.858
C: -2.342756 3.351042 0.280740  -0.242
C: -0.890659 2.456025 -2.024788  -0.243
H: -0.259461 5.165286 -0.874021  0.050
H: 1.244671 4.234822 -0.687461  0.034
H: 0.364712 4.774605 0.745637  0.035
H: -2.744655 4.147479 -0.348229  0.048
H: -2.289389 3.707948 1.310128  0.048
H: -2.993653 2.477717 0.238346  0.023
H: -1.381818 3.265908 -2.566839  0.048
H: -1.477723 1.540938 -2.099265  0.029
H: 0.090852 2.276562 -2.465188  0.048

Atomic forces in eV per Å
0.140 0.049 0.072
-0.011 0.000 0.001
-0.006 0.022 -0.061
-0.002 0.011 0.028
-0.010 -0.033 -0.018
0.000 -0.361 -0.006
-0.125 0.086 -0.018
0.079 0.066 -0.007
0.079 0.409 -0.059
-0.066 -0.290 0.136
-0.065 0.074 -0.157
0.051 0.082 0.031
-0.059 0.030 0.024
-0.036 -0.035 0.007
0.031 -0.011 -0.039
0.003 0.021 -0.009
0.032 -0.108 0.092
-0.010 -0.040 0.042
-0.007 -0.074 0.006
-0.024 0.081 -0.010
0.000 -0.022 0.013
-0.007 0.013 -0.005
0.002 0.001 0.005
0.008 -0.021 0.009
-0.026 0.040 -0.036
0.001 -0.005 0.048
-0.014 0.008 -0.013
-0.004 -0.002 0.004
0.004 -0.002 0.000
-0.028 -0.009 -0.031
0.119 0.060 -0.052
0.038 -0.006 -0.017
-0.036 -0.025 -0.003
0.041 0.021 0.001
-0.005 0.000 0.004
-0.080 -0.026 0.035
0.002 -0.024 -0.018
0.000 0.002 0.007
-0.002 0.000 0.002
-0.002 0.000 0.001
0.000 0.006 -0.011
0.010 -0.001 -0.010
-0.002 -0.002 -0.001
-0.001 0.001 -0.001
-0.008 -0.001 -0.001
0.019 -0.006 0.012
-0.027 0.028 -0.001
0.001 -0.009 -0.002
-0.003 -0.002 0.003
-0.001 0.000 -0.001
0.002 0.022 0.003
0.039 0.057 -0.020
0.032 -0.090 0.041
-0.038 0.058 -0.030
-0.016 0.035 -0.058
-0.010 -0.011 0.000
-0.009 -0.009 0.002
-0.009 -0.007 0.012
0.006 -0.008 -0.004
-0.003 -0.024 0.016
0.006 -0.004 0.021
-0.004 0.002 0.014
0.005 -0.003 0.005
0.005 -0.013 0.005

Results
- HOMO (eV) = -8.4
- Kohn-Sham gap (eV) = 9.02
- spin multiplicity = 1
- net charge = 0
- max |F| (eV/Å) = 0.4
- calculated total energy (eV) = -92368.4690

=====

Q: spin multiplicity of number 3 (C23H24BeF6N2O4P2S2)?
A: 1

=====

Q: The highest max |F| belongs to which entry?
A: C13H15NTc

=====

Q: Among the records above, which one has the lowest calculated total energy?
A: C23H24BeF6N2O4P2S2

=====

Q: Number 1 is which compound?
A: C8H8BrNS